A.
# C10H9NO

One molecule with the formula C10H9NO (ωB97M-V/def2-TZVPD, the OMol25 dataset).

Structure (ORCA input):
```
! wB97M-V def2-TZVPD RIJCOSX def2/J DEFGRID3
* xyz 0 1
C 1.43233 1.99358 -0.05432
N 1.25413 0.62088 -0.46612
C 2.22420 -0.23299 0.07110
O 3.54388 -0.25249 0.37072
C 1.78470 -1.67038 -0.16027
C 0.62958 -2.29893 -0.12563
C -0.37775 -1.14428 -0.35765
C -1.79749 -1.52350 0.02344
C -2.71901 -0.39565 0.28631
C -2.34336 0.96039 0.03054
C -1.02610 1.15381 -0.04364
C -0.06320 0.13213 -0.38624
H 2.47054 1.98002 0.59945
H 1.69598 2.92405 -0.90728
H 0.65538 2.37164 0.78971
H 2.67253 -2.19915 0.12127
H 0.16296 -3.18046 -0.22961
H -2.32945 -2.49379 0.13661
H -3.75116 -0.68838 0.50441
H -3.30003 1.62833 0.09373
H -0.81864 2.31517 -0.29652
*
```

Gap between HOMO and LUMO   9.045 eV
SMILES   Cn1c(=O)ccc2ccccc21

=====

B.
# C10H9NO

C10H9NO as an isolated structure (ωB97M-V/def2-TZVPD, the OMol25 dataset).

Structure (ORCA input):
```
! wB97M-V def2-TZVPD RIJCOSX def2/J DEFGRID3
* xyz 0 1
C -1.96320 1.36100 -2.07850
C -1.25060 1.05181 -0.76396
C -1.61030 1.84887 0.30348
C -0.99869 1.60514 1.59726
C 0.12865 -0.17979 0.60065
C 1.04843 -1.26885 0.90467
C 1.57391 -1.77115 -0.19270
C 1.52837 -1.34531 -1.61669
C 0.65632 -0.31417 -1.78290
C -0.16772 0.06646 -0.67765
H -1.50869 2.08606 -3.00149
H -2.35923 0.41194 -2.67464
H -3.24436 1.75989 -1.67963
H -2.04984 2.82810 0.02901
H -1.22591 1.99753 2.51361
H 1.44719 -0.87401 2.68153
H 2.20452 -2.49249 0.19429
H 2.16284 -1.65326 -2.40495
H 0.63249 0.30204 -2.83858
N -0.32348 0.48983 1.79386
O 1.56678 -1.76484 2.10773
*
```

Gap between HOMO and LUMO   8.660 eV

=====

Taking the most stable structure as the zero point, the relative energies in kcal/mol are A 36.9; B 0.0.

=====

A.
# C4H4F2

One molecule with the formula C4H4F2 (ωB97M-V/def2-TZVPD, the OMol25 dataset).

Structure (ORCA input):
```
! wB97M-V def2-TZVPD RIJCOSX def2/J DEFGRID3
* xyz 0 1
C -0.94743 -2.19047 0.26923
C -0.61533 -1.04873 0.25507
C -0.48659 0.41647 -0.12288
C 1.12045 0.95712 -0.12907
F -0.99796 0.53158 -1.40957
F -1.29087 1.15581 0.63534
H -1.14701 -3.11724 0.65690
H 1.26248 1.83560 -0.71553
H 1.76118 0.14332 -0.40850
H 1.34105 1.31655 0.96902
*
```

Gap between HOMO and LUMO   12.037 eV
SMILES   C#CC(C)(F)F

=====

B.
# C4H4F2

A 2-piece molecular cluster, C4H4F2 overall (ωB97M-V/def2-TZVPD, the OMol25 dataset).

Structure (ORCA input):
```
! wB97M-V def2-TZVPD RIJCOSX def2/J DEFGRID3
* xyz 0 1
C -0.16571 2.82499 -1.45848
C 0.13900 1.68176 -1.79280
F 0.11533 0.39581 -2.03925
H 0.07195 3.81502 -1.31045
C -0.57359 -1.42950 1.56387
C 0.42181 -1.54190 0.65358
F 1.37904 -0.62689 0.49279
H -0.59012 -0.66807 2.36002
H -1.33493 -2.11122 1.60025
H 0.53723 -2.34000 -0.06953
*
```

Gap between HOMO and LUMO   10.716 eV
SMILES   C#CF.C=CF

=====

Taking the most stable structure as the zero point, the relative energies in kcal/mol are A 0.0; B 39.6.

=====

A.
# C4H4F2

One molecule with the formula C4H4F2 (ωB97M-V/def2-TZVPD, the OMol25 dataset).

Structure (ORCA input):
```
! wB97M-V def2-TZVPD RIJCOSX def2/J DEFGRID3
* xyz 0 1
C 0.41577 -0.11029 -1.78734
C -0.00901 0.35984 -0.59616
F -0.50751 1.58768 -0.31833
C 0.00798 -0.46844 0.69879
C -0.44457 0.09607 1.80940
F 0.35266 -1.73713 0.52667
H 0.48496 0.60216 -2.71513
H 0.99188 -1.00251 -2.02820
H -0.47890 -0.47283 2.79231
H -0.81327 1.14545 1.61801
*
```

Gap between HOMO and LUMO   10.297 eV
SMILES   C=C(F)C(=C)F

=====

B.
# C4H4F2

One molecule with the formula C4H4F2 (ωB97M-V/def2-TZVPD, the OMol25 dataset).

Structure (ORCA input):
```
! wB97M-V def2-TZVPD RIJCOSX def2/J DEFGRID3
* xyz 0 1
C -0.43664 -0.93993 -0.20572
C 0.78735 1.21107 0.40082
C -1.80062 -0.58096 -0.11687
C 0.87187 -0.03762 -0.03555
F -2.09356 0.66098 -0.36844
F 2.01480 -0.62166 -0.20199
H -0.32661 -1.71684 0.47916
H -0.34345 -1.45489 -1.12772
H -0.24756 1.69096 0.65613
H 1.57441 1.78889 0.52018
*
```

Gap between HOMO and LUMO   9.222 eV

=====

Taking the most stable structure as the zero point, the relative energies in kcal/mol are A 0.0; B 63.2.

=====

A.
# C9H22N3

An isolated ion of composition C9H22N3 and charge +1 (ωB97M-V/def2-TZVPD, the OMol25 dataset).

Structure (ORCA input):
```
! wB97M-V def2-TZVPD RIJCOSX def2/J DEFGRID3
* xyz 1 1
C -1.20566 -1.21410 -1.89680
N -0.19110 -0.24607 -1.60100
C 0.07297 0.70593 -2.67915
C 0.56483 -0.09723 -0.56371
N -0.12604 -0.87642 0.78478
C -1.21612 -0.21041 1.57990
C -0.54047 0.60965 2.68100
C -1.90010 0.70091 0.64632
C -2.22168 -1.29689 2.04676
N 1.90628 0.22786 -0.49614
C 2.82136 0.27914 -1.65203
C 2.53408 0.65249 0.63647
H -2.27520 -0.72066 -1.94579
H -0.96951 -1.77045 -2.76591
H -1.16352 -1.87945 -1.02153
H 0.60541 0.16873 -3.47182
H -0.80549 1.04887 -3.08400
H 0.61087 1.59948 -2.37068
H 0.55451 -1.18049 1.49351
H -0.19198 1.74374 2.45862
H -1.23296 0.70750 3.50682
H 0.30968 0.08703 3.10154
H -1.37688 1.66585 0.54181
H -2.87860 0.93873 0.88527
H -1.90019 0.17962 -0.26364
H -2.73055 -1.03399 2.95045
H -2.85058 -1.53155 1.19445
H -1.70950 -2.11573 2.28786
H 3.87188 -0.20138 -1.40718
H 3.13325 1.23597 -2.09179
H 2.30565 -0.43687 -2.26293
H 1.88165 0.67996 1.49229
H 2.92491 1.58974 0.49243
H 3.38877 -0.00950 0.79380
*
```

Gap between HOMO and LUMO   10.057 eV
SMILES   CN(C)C(NC(C)(C)C)=[N+](C)C

=====

B.
# C9H22N3

An isolated ion of composition C9H22N3 and charge +1 (ωB97M-V/def2-TZVPD, the OMol25 dataset).

Structure (ORCA input):
```
! wB97M-V def2-TZVPD RIJCOSX def2/J DEFGRID3
* xyz 1 1
C 2.91492 1.26637 -0.96303
C 1.94084 1.05160 -0.11005
C 1.10335 -0.12176 -0.09243
N 1.30815 -0.95400 1.15297
N 2.60120 -1.36935 1.45207
C -0.47922 0.33399 -0.16099
C -0.39602 1.42939 -1.21828
C -0.83738 0.80969 1.28903
C -2.24258 1.41386 1.40329
N -1.26617 -0.85734 -0.68153
C -0.80822 -1.44679 -1.99817
C -1.37507 -1.92160 0.40456
H 3.32866 2.35645 -1.14155
H 3.24851 0.46231 -1.64497
H 1.55094 1.87136 0.49388
H 1.42585 -0.83625 -0.83080
H 0.96613 -0.47323 1.91584
H 2.77385 -2.11971 0.84672
H 3.23849 -0.63953 1.50734
H -1.42519 1.93423 -1.24245
H -0.20480 1.03436 -2.27952
H 0.31055 2.23733 -1.05258
H -0.08468 1.56412 1.57773
H -0.76298 0.01709 1.99278
H -2.79919 1.08393 2.30409
H -2.56084 2.50596 1.50629
H -2.98851 1.09437 0.67410
H -2.23178 -0.44898 -0.84073
H -1.38089 -0.93960 -2.79954
H 0.23685 -1.20898 -2.03768
H -1.02472 -2.57683 -1.90502
H -1.79872 -2.90617 0.36833
H -0.40755 -2.19938 0.82262
H -1.87379 -1.44689 1.28768
*
```

Gap between HOMO and LUMO   9.464 eV
SMILES   C=C[C@@H](NN)[C@](C)(CC)[NH+](C)C

=====

Taking the most stable structure as the zero point, the relative energies in kcal/mol are A 0.0; B 24.2.

=====

A.
# C5H4NO3

C5H4NO3 as an isolated structure (ωB97M-V/def2-TZVPD, the OMol25 dataset).

Structure (ORCA input):
```
! wB97M-V def2-TZVPD RIJCOSX def2/J DEFGRID3
* xyz -1 1
C 1.30142 0.71055 0.80746
C -1.00226 1.26285 0.12352
C -0.33286 -1.16411 1.15939
C 0.38785 -0.33851 -1.34107
C 0.18738 0.34982 0.00720
N 2.20755 1.02359 1.46115
O 0.05661 -2.16306 0.64011
O -1.32793 1.89632 1.14866
O -1.04331 -0.77139 2.02441
H -1.75139 0.85385 -0.58259
H 0.67363 0.34560 -2.26659
H 1.08893 -1.21892 -1.27296
H -0.44563 -0.78658 -1.90869
*
```

Gap between HOMO and LUMO   8.260 eV

=====

B.
# C5H4NO3

An isolated ion of composition C5H4NO3 and charge -1 (ωB97M-V/def2-TZVPD, the OMol25 dataset).

Structure (ORCA input):
```
! wB97M-V def2-TZVPD RIJCOSX def2/J DEFGRID3
* xyz -1 1
C -0.11113 0.66708 0.59668
C 1.50684 0.26910 -0.86311
C 0.33203 -1.73561 -1.12240
C -0.07137 1.71256 1.42078
C -1.07362 -0.37440 0.23346
N 1.42592 -0.93658 -1.24578
O 2.12087 1.25836 -1.07472
O 0.43446 -2.93538 -1.14517
O -0.88829 -1.14783 -1.00590
H -1.01179 1.95967 1.93576
H 0.80718 2.36096 1.43220
H -1.34059 -1.20181 0.95993
H -2.13051 0.10388 -0.12173
*
```

Gap between HOMO and LUMO   7.637 eV

=====

Taking the most stable structure as the zero point, the relative energies in kcal/mol are A 0.0; B 36.3.

=====

A.
# C3H2O2

One molecule with the formula C3H2O2 (ωB97M-V/def2-TZVPD, the OMol25 dataset).

Structure (ORCA input):
```
! wB97M-V def2-TZVPD RIJCOSX def2/J DEFGRID3
* xyz 0 1
C -1.00334 0.66277 0.07886
C -1.62058 1.76496 0.02078
C 1.25748 0.37386 -0.05889
O 0.07942 -0.22330 -0.13317
O 1.50290 1.55384 -0.03985
H -2.11697 0.41743 0.57959
H 1.99674 -0.35385 0.08947
*
```

Gap between HOMO and LUMO   11.041 eV

=====

B.
# C3H2O2

C3H2O2 as an isolated structure (ωB97M-V/def2-TZVPD, the OMol25 dataset).

Structure (ORCA input):
```
! wB97M-V def2-TZVPD RIJCOSX def2/J DEFGRID3
* xyz 0 1
C 1.43170 -0.57824 -0.11975
C 0.24453 -0.15916 -0.47471
C -1.48636 0.30471 0.16317
O -2.44379 -0.09104 -0.27145
O 1.37361 0.81659 -0.30691
H 2.25249 -1.20681 0.01134
H -1.37219 0.91394 0.99831
*
```

Gap between HOMO and LUMO (spin up / spin down)   8.266 / 8.266 eV

=====

C.
# C3H2O2

A 2-piece molecular cluster, C3H2O2 overall (ωB97M-V/def2-TZVPD, the OMol25 dataset).

Structure (ORCA input):
```
! wB97M-V def2-TZVPD RIJCOSX def2/J DEFGRID3
* xyz 0 1
C 0.41033 0.35111 0.62302
C -2.01074 -0.18303 1.35327
C 1.08223 -0.29830 -0.52560
O -2.78294 0.40708 0.77817
O 0.48506 1.02798 -0.50290
H 2.12661 -0.27823 -0.55213
H 0.68945 -1.02662 -1.17382
*
```

Gap between HOMO and LUMO   10.066 eV

=====

Taking the most stable structure as the zero point, the relative energies in kcal/mol are A 18.8; B 48.4; C 0.0.

=====

A.
# C8H12N2O2

One molecule with the formula C8H12N2O2 (ωB97M-V/def2-TZVPD, the OMol25 dataset).

Structure (ORCA input):
```
! wB97M-V def2-TZVPD RIJCOSX def2/J DEFGRID3
* xyz 0 1
O -1.73966 -3.71634 -2.79230
C -1.89589 -2.67204 -2.29684
N -2.11740 -1.62990 -1.69482
C -1.93346 -0.22425 -1.86078
C -2.34943 0.51768 -0.60722
C -1.66049 0.07035 0.67722
C -0.15658 0.20616 0.62855
C 0.35400 1.62993 0.37584
C 1.87788 1.73482 0.49578
N 2.34451 1.40548 1.81951
C 3.37513 1.16976 2.39575
O 4.32378 0.94983 3.04601
H -0.86502 -0.03632 -2.07316
H -2.47655 0.11007 -2.76090
H -3.46481 0.48460 -0.48693
H -2.20420 1.58041 -0.82899
H -1.80891 -1.00894 0.82740
H -2.11437 0.66837 1.47945
H 0.26764 -0.51671 -0.09199
H 0.26705 -0.13055 1.61222
H 0.04511 1.96936 -0.62371
H -0.15775 2.25493 1.12699
H 2.32937 1.00188 -0.19793
H 2.25263 2.73148 0.26531
*
```

Gap between HOMO and LUMO   10.806 eV
SMILES   O=C=NCCCCCCN=C=O

=====

B.
# C8H12N2O2

One molecule with the formula C8H12N2O2 (ωB97M-V/def2-TZVPD, the OMol25 dataset).

Structure (ORCA input):
```
! wB97M-V def2-TZVPD RIJCOSX def2/J DEFGRID3
* xyz 0 1
C -1.36299 -2.45205 -2.44823
C -0.90546 -1.96809 -1.09087
O -0.13151 -2.53181 -0.34487
C -1.51391 -0.60904 -0.60241
N -0.43889 0.31221 -0.39255
C 0.49836 0.67735 -1.37123
O 0.34397 0.43710 -2.55850
C 1.61588 1.26143 -0.60518
C 1.34190 1.23840 0.71511
C 2.19058 1.55772 1.90651
N 0.16633 0.52022 0.90595
C -0.66021 0.84347 2.11646
H -1.31534 -1.44851 -2.94816
H -0.49815 -3.15909 -2.71682
H -2.36412 -2.81693 -2.41384
H -1.93087 -0.84238 0.41160
H -2.38636 -0.17177 -1.16762
H 2.60278 1.62905 -1.03526
H 1.73610 2.29576 2.48079
H 2.18251 0.73556 2.52659
H 3.20291 1.82686 1.61176
H -1.44001 0.16132 2.18636
H 0.02137 0.59474 2.86614
H -0.95489 1.90848 1.96827
*
```

Gap between HOMO and LUMO   8.765 eV
SMILES   CC(=O)Cn1c(=O)cc(C)n1C

=====

Taking the most stable structure as the zero point, the relative energies in kcal/mol are A 0.0; B 43.8.